[1]
The following is a quantum chemistry calculation of a structure of composition C31H49BaN2O2P2 at a distorted geometry, from the Open Molecules 2025 dataset.

XYZ file:
```
87
Properties=species:S:1:pos:R:3:forces:R:3
C 0.534 -0.613 -2.508 -0.7 0.9 -1.2
C -0.582 1.196 -1.407 -0.5 -0.1 -0.2
C 0.011 -0.212 -3.750 0.6 -0.6 1.0
C -1.244 1.507 -2.651 1.0 -1.4 0.2
C -0.891 0.842 -3.816 -0.5 0.6 0.7
H 0.346 -0.732 -4.607 0.0 -0.5 -0.9
H -1.989 2.253 -2.648 -0.6 0.9 -0.1
H -1.343 1.153 -4.763 0.2 -0.2 0.3
N 0.296 0.130 -1.429 0.6 0.0 1.8
P 1.372 -2.619 -0.801 0.5 -0.2 1.8
P 0.225 2.549 0.936 0.8 0.0 0.4
C 1.374 -1.927 -2.426 -0.8 2.0 -1.2
H 0.978 -2.615 -3.166 -0.1 -0.1 -0.1
H 2.364 -1.658 -2.782 0.3 -0.2 0.2
C 2.273 -1.307 4.455 -1.2 1.3 -4.2
O 2.573 -1.629 5.450 1.2 -1.3 4.1
C -0.896 1.964 -0.210 -2.7 -1.6 -1.8
H -1.923 2.431 -0.260 1.4 0.0 -0.2
C -0.753 3.058 2.510 0.3 0.3 -0.4
C 0.805 4.045 -0.066 0.0 0.2 1.2
C -0.085 -3.815 -0.847 0.7 -0.6 0.2
C 3.127 -3.384 -0.705 -0.9 -0.4 -0.1
C -0.543 1.985 3.594 -0.1 -0.2 0.3
H 0.526 1.822 3.831 -0.3 0.2 -0.1
H -1.040 2.317 4.526 0.2 -0.1 -0.3
H -0.978 1.012 3.332 0.1 0.3 0.0
C -0.205 4.377 3.076 0.0 0.1 0.2
H 0.873 4.305 3.275 -0.2 0.1 0.0
H -0.391 5.225 2.406 0.1 -0.3 0.2
H -0.706 4.602 4.034 0.1 -0.1 -0.3
C -2.247 3.210 2.235 -0.4 0.2 0.3
H -2.750 3.537 3.168 0.2 -0.3 -0.3
H -2.476 3.988 1.493 0.2 -0.3 0.1
H -2.697 2.261 1.910 0.1 0.4 0.1
C 2.001 4.661 0.675 0.3 0.6 -0.1
H 2.705 3.883 1.035 -0.3 0.3 -0.2
H 2.556 5.311 -0.026 -0.1 -0.1 0.4
H 1.688 5.260 1.547 0.3 -0.2 -0.5
C 1.285 3.555 -1.435 0.0 0.0 -0.3
H 1.990 2.708 -1.366 -0.3 0.3 0.0
H 0.447 3.251 -2.075 0.4 0.1 0.2
H 1.797 4.388 -1.947 -0.1 -0.2 0.2
C -0.373 5.025 -0.242 0.2 0.7 -0.4
H -1.374 4.565 -0.216 0.5 -0.1 0.0
H -0.355 5.830 0.509 0.0 -0.3 -0.3
H -0.294 5.501 -1.234 0.0 0.0 0.3
C 3.292 -4.137 0.634 0.2 -0.1 0.0
H 4.349 -4.466 0.739 -0.6 0.1 0.0
H 3.055 -3.505 1.520 0.1 -0.3 -0.5
H 2.651 -5.039 0.679 0.4 0.5 0.0
C 4.153 -2.226 -0.777 0.1 -0.1 0.0
H 4.122 -1.705 -1.751 0.0 -0.1 0.5
H 4.049 -1.474 0.040 0.0 -0.5 -0.5
H 5.171 -2.653 -0.670 -0.5 0.2 -0.1
C 3.355 -4.347 -1.876 0.7 -0.3 -0.1
H 4.427 -4.628 -1.894 -0.4 0.0 -0.1
H 2.776 -5.278 -1.761 0.3 0.5 -0.1
H 3.118 -3.892 -2.855 0.1 -0.2 0.4
C -1.339 -3.000 -1.144 -0.5 0.5 -0.1
H -2.218 -3.671 -1.152 0.4 0.2 0.0
H -1.526 -2.223 -0.384 0.2 -0.3 -0.2
H -1.310 -2.496 -2.123 0.1 -0.2 0.2
C -0.255 -4.478 0.533 0.0 -0.1 0.2
H -0.408 -3.730 1.325 0.0 -0.1 -0.2
H -1.142 -5.133 0.514 0.3 0.2 0.0
H 0.601 -5.104 0.823 -0.2 0.2 -0.2
C 0.102 -4.900 -1.908 -0.4 -0.5 0.0
H 0.304 -4.500 -2.906 0.0 -0.1 0.1
H 0.891 -5.616 -1.653 -0.2 0.2 0.0
H -0.827 -5.485 -1.975 0.1 0.1 -0.1
Ba 1.777 -0.281 1.307 -1.0 0.1 -0.1
N -0.864 -0.539 1.536 -2.5 0.7 -0.7
C -1.863 -0.081 1.095 2.6 -0.6 0.0
C -3.281 -0.015 0.789 0.4 -1.0 0.7
C -3.903 -0.926 1.648 -1.6 -0.2 0.5
C -3.998 0.662 -0.175 -1.5 0.0 -0.2
C -5.296 -1.118 1.664 1.4 1.5 -1.6
H -3.283 -1.469 2.345 0.0 0.0 0.1
C -5.417 0.486 -0.196 1.1 -0.6 0.8
H -3.506 1.289 -0.908 -0.1 0.0 0.1
C -6.049 -0.379 0.715 0.4 -0.3 0.7
H -5.691 -1.784 2.393 -0.6 -0.4 0.2
H -6.028 1.017 -0.907 0.1 0.1 -0.2
H -7.137 -0.497 0.736 0.4 0.2 -0.3
O 3.423 1.184 -0.028 1.0 0.3 -0.8
H 3.582 1.246 -0.993 -0.2 0.0 0.7
H 4.135 1.696 0.386 -0.2 0.0 -0.2
```
Forces are in eV/Å.

Energy relative to the best compared isomer or geometry (same formula, charge and spin), kcal/mol: 33.03
LUMO level, Eh: -0.105
M, g/mol: 681.021
Total charge: +1
Maximum force, eV/Å: 4.51
HOMO level, Eh: -0.302

=====

[2]
The following is a quantum chemistry calculation of a cluster of 2 separate species, C31H49OSi4 in total at a distorted geometry, from the Open Molecules 2025 dataset.

XYZ file:
```
85
Properties=species:S:1:pos:R:3:forces:R:3
C 2.680 4.292 -3.436 0.0 -0.1 -0.1
Si 3.365 3.158 -2.105 0.1 0.2 0.1
C 4.889 2.260 -2.736 0.0 0.0 -0.1
C 3.938 4.285 -0.704 0.1 0.0 0.0
C 2.036 1.867 -1.641 -0.4 -0.3 -0.3
Si 1.461 1.848 0.138 0.3 0.3 0.0
H 0.381 0.711 0.310 0.8 0.9 0.0
C 2.972 1.605 1.242 0.0 -0.3 0.2
Si 3.004 0.115 2.384 0.5 0.4 -0.1
C 4.674 0.146 3.246 -0.1 -0.2 0.1
C 1.622 0.256 3.648 -0.1 -0.1 0.2
C 2.853 -1.479 1.405 0.0 -0.2 0.0
C 0.823 3.570 0.558 -0.2 0.3 0.0
Si -0.941 3.901 1.162 0.2 0.5 0.0
C -0.851 4.605 2.903 -0.1 -0.1 0.1
C -1.711 5.192 0.035 -0.2 -0.1 -0.1
C -2.010 2.364 1.190 -0.3 -0.2 0.0
H 1.763 4.802 -3.106 0.2 -0.1 -0.1
H 3.429 5.059 -3.680 -0.2 -0.2 0.0
H 2.460 3.726 -4.353 0.0 0.2 0.2
H 5.322 1.605 -1.965 -0.1 0.1 -0.2
H 4.645 1.652 -3.619 0.1 0.1 0.2
H 5.656 2.992 -3.029 -0.1 -0.2 0.1
H 4.420 3.743 0.119 -0.1 0.2 -0.2
H 4.692 4.963 -1.137 -0.2 -0.2 0.1
H 3.136 4.911 -0.293 0.2 -0.2 -0.1
H 1.150 2.033 -2.290 0.4 0.0 0.2
H 2.421 0.865 -1.902 0.0 0.2 0.0
H 3.885 1.564 0.617 -0.4 0.0 0.2
H 3.077 2.502 1.886 0.0 -0.4 -0.3
H 4.769 -0.693 3.949 0.1 0.2 -0.1
H 5.493 0.075 2.518 -0.2 0.0 0.1
H 4.810 1.079 3.809 0.0 -0.2 -0.1
H 1.521 -0.686 4.206 0.0 0.2 0.0
H 1.848 1.053 4.372 -0.1 -0.2 -0.2
H 0.650 0.486 3.192 0.1 0.0 0.0
H 2.737 -2.329 2.094 0.0 0.1 -0.2
H 2.001 -1.481 0.714 0.1 0.0 0.0
H 3.767 -1.647 0.817 -0.3 0.0 0.1
H 1.508 3.993 1.323 -0.3 -0.3 -0.4
H 0.969 4.205 -0.341 -0.1 -0.4 0.3
H -1.823 4.523 3.408 0.2 0.1 0.0
H -0.109 4.071 3.511 -0.1 0.1 -0.1
H -0.572 5.667 2.886 0.0 -0.2 0.0
H -2.787 5.280 0.234 0.2 0.1 -0.1
H -1.257 6.179 0.188 -0.1 -0.2 0.0
H -1.585 4.919 -1.023 -0.1 0.1 0.2
H -3.041 2.603 1.496 0.3 0.0 -0.1
H -2.068 1.872 0.210 0.0 0.1 0.1
H -1.634 1.625 1.907 0.0 0.2 -0.1
C -3.587 -8.327 -3.219 -0.1 0.0 0.0
C -4.354 -7.163 -3.118 0.3 0.1 -0.3
C -3.764 -5.912 -3.339 0.3 0.0 0.2
C -2.377 -5.842 -3.521 -0.5 -0.6 0.1
O -1.683 -4.625 -3.607 0.0 1.4 0.8
C -1.736 -3.660 -2.616 0.2 -1.4 -0.8
C -0.657 -2.746 -2.590 0.2 0.1 0.3
C -0.434 -1.965 -1.471 0.0 -0.3 -0.1
C -1.355 -1.968 -0.377 0.0 0.3 -0.2
C -1.124 -1.231 0.823 -0.8 -1.6 0.0
C -2.191 -0.914 1.728 -0.6 0.3 0.3
C -2.017 -0.826 3.141 0.1 0.1 -0.3
C -3.063 -0.409 3.961 0.1 -0.1 0.1
C -4.319 -0.083 3.421 0.3 -0.1 -0.3
C -4.520 -0.185 2.035 0.1 -0.1 0.2
C -3.483 -0.598 1.210 0.1 -0.2 0.0
C -2.502 -2.804 -0.519 -0.6 -0.1 -0.3
C -2.706 -3.633 -1.610 0.0 0.3 0.6
C -1.612 -7.007 -3.674 -0.2 0.6 0.3
C -2.227 -8.247 -3.524 0.0 0.1 -0.1
H -4.063 -9.301 -3.080 0.2 0.4 0.0
H -5.420 -7.212 -2.888 0.3 -0.1 -0.2
H -4.366 -4.998 -3.340 0.2 -0.4 0.0
H 0.036 -2.751 -3.425 -0.1 0.0 0.2
H 0.452 -1.330 -1.409 -0.2 -0.1 -0.1
H -0.094 -1.102 1.150 -0.2 0.3 -0.1
H -1.060 -1.139 3.570 -0.3 0.3 -0.1
H -2.902 -0.340 5.043 -0.1 -0.1 -0.5
H -5.140 0.229 4.075 0.4 -0.1 -0.3
H -5.489 0.050 1.596 0.3 0.0 0.2
H -3.665 -0.696 0.139 0.1 0.4 0.3
H -3.262 -2.835 0.260 0.4 -0.1 0.0
H -3.582 -4.278 -1.641 0.5 0.2 0.1
H -0.544 -6.908 -3.859 -0.2 -0.1 0.0
H -1.626 -9.151 -3.643 -0.3 0.3 0.1
```
Forces are in eV/Å.

Energy relative to the best compared isomer or geometry (same formula, charge and spin), kcal/mol: 0.00
LUMO level, Eh: -0.196
M, g/mol: 550.076
Total charge: +1
Maximum force, eV/Å: 1.82
HOMO level, Eh: -0.425